{
  "formula": "C35H33N3P2PtTe",
  "method": "ωB97M-V/def2-TZVPD",
  "elements": ["Pt", "Te", "C", "C", "C", "N", "C", "C", "C", "P", "C", "C", "C", "C", "C", "C", "C", "C", "C", "C", "C", "C", "P", "C", "C", "C", "C", "C", "C", "C", "C", "C", "C", "C", "C", "H", "H", "H", "H", "H", "H", "H", "H", "H", "H", "H", "H", "H", "H", "H", "H", "H", "H", "H", "H", "H", "H", "H", "H", "N", "C", "C", "C", "C", "C", "N", "H", "H", "H", "H", "H", "H", "H", "H", "H"],
  "xyz": [[1.43649, -1.30756, 0.91154], [-0.00758, -3.23079, -0.19090], [1.36278, -4.79796, 0.12381], [2.11243, -4.89951, 1.29217], [2.93996, -5.99769, 1.46696], [3.06215, -6.98650, 0.58309], [2.33433, -6.88580, -0.52643], [1.48393, -5.82589, -0.80385], [3.72118, -1.06051, 0.62528], [3.03381, 0.26274, 1.45187], [3.67483, 0.52599, 3.10320], [4.09183, 1.78400, 3.52410], [4.59163, 1.94693, 4.80854], [4.66806, 0.86042, 5.66620], [4.24223, -0.39469, 5.24740], [3.74268, -0.56367, 3.96862], [2.82548, 1.84626, 0.62748], [1.62007, 2.52852, 0.77202], [1.42436, 3.72060, 0.09141], [2.41928, 4.21895, -0.73842], [3.61829, 3.53402, -0.88896], [3.82516, 2.34738, -0.20468], [2.97514, -1.47550, -0.83435], [2.83166, -0.25929, -2.16031], [1.75312, 0.61804, -2.41045], [1.94221, 1.58602, -3.41428], [3.10925, 1.66608, -4.14006], [4.16599, 0.79358, -3.89527], [4.01665, -0.15111, -2.90436], [3.57592, -2.98647, -1.57799], [3.12794, -3.35097, -2.84443], [3.61273, -4.50761, -3.43338], [4.53912, -5.29212, -2.75978], [4.97452, -4.93321, -1.49126], [4.49444, -3.77846, -0.89453], [2.04868, -4.14226, 2.06318], [3.53469, -6.08820, 2.37039], [2.43670, -7.69698, -1.24045], [0.93516, -5.80603, -1.73680], [4.02427, 2.63327, 2.85607], [4.91802, 2.92430, 5.13822], [5.05372, 0.99143, 6.66884], [4.29116, -1.23894, 5.92198], [3.40016, -1.53568, 3.63485], [0.83368, 2.11427, 1.39375], [0.48756, 4.25168, 0.19857], [2.25789, 5.14402, -1.27711], [4.38748, 3.91870, -1.54569], [4.75256, 1.80126, -0.33000], [0.59685, -0.12106, -0.96185], [1.16315, 2.30887, -3.58941], [3.20510, 2.43160, -4.90013], [5.08468, 0.85476, -4.46197], [4.83067, -0.83760, -2.69891], [2.40912, -2.73129, -3.36618], [3.26789, -4.79493, -4.41798], [4.91796, -6.19495, -3.22161], [5.68063, -5.55871, -0.96196], [4.82090, -3.48027, 0.09346], [-0.93320, -0.31912, 2.74186], [-0.08697, -0.70365, 2.05586], [-0.91614, -0.36407, -3.41195], [-0.78372, 0.64728, -2.27346], [-1.16234, 2.04861, -2.76096], [-1.72519, 0.28065, -1.12750], [0.57853, 0.59133, -1.68280], [-1.92811, -0.34878, -3.82080], [-0.70280, -1.37356, -3.05240], [-0.22090, -0.12876, -4.22127], [-2.24565, 2.09896, -2.88153], [-0.72564, 2.28826, -3.72932], [-0.86257, 2.80339, -2.03222], [-2.75801, 0.28169, -1.47576], [-1.63005, 0.99103, -0.30491], [-1.50798, -0.71282, -0.73139]],
  "atomic_forces_ev_per_a": [[0.13, 0.00, -0.10], [-0.09, 0.07, -0.02], [0.01, -0.03, -0.02], [0.01, 0.02, -0.01], [0.03, 0.01, -0.01], [0.01, 0.01, 0.00], [-0.01, -0.02, 0.01], [0.02, 0.00, 0.00], [-0.04, -0.04, 0.00], [-0.03, -0.01, -0.01], [0.03, 0.00, 0.00], [-0.02, 0.01, 0.00], [0.00, 0.00, 0.01], [0.00, 0.01, 0.00], [-0.01, 0.01, -0.01], [0.01, -0.03, 0.01], [-0.02, 0.01, 0.01], [0.02, 0.02, 0.00], [0.00, -0.01, 0.01], [0.00, -0.01, 0.00], [0.00, 0.00, 0.01], [0.01, 0.01, 0.00], [-0.03, 0.10, 0.09], [0.01, -0.05, 0.00], [-0.09, 0.03, -0.01], [0.01, -0.02, -0.03], [0.00, 0.00, 0.01], [0.02, 0.01, 0.00], [-0.03, 0.03, 0.00], [0.09, 0.01, 0.04], [-0.02, -0.02, -0.01], [0.00, 0.01, 0.00], [-0.01, -0.01, 0.01], [-0.01, -0.02, 0.01], [-0.05, -0.01, 0.00], [0.00, 0.00, 0.00], [-0.01, 0.00, 0.00], [0.01, 0.01, 0.00], [0.00, 0.00, 0.00], [0.00, 0.00, -0.01], [0.00, 0.00, 0.00], [0.00, 0.00, 0.00], [0.00, 0.00, 0.00], [0.01, 0.01, -0.01], [0.00, 0.00, 0.00], [0.00, 0.01, 0.00], [0.00, 0.00, 0.00], [0.00, 0.00, 0.00], [0.00, 0.00, 0.00], [0.00, 0.02, 0.02], [0.03, -0.02, -0.01], [0.00, 0.00, 0.00], [0.00, 0.00, 0.00], [0.00, 0.01, 0.00], [0.00, 0.00, 0.00], [0.00, 0.00, 0.00], [0.00, 0.00, 0.00], [0.00, 0.00, 0.00], [0.01, 0.00, 0.00], [-0.02, 0.07, -0.07], [0.01, -0.10, 0.16], [0.02, -0.01, -0.02], [0.02, 0.04, 0.00], [-0.03, 0.01, 0.01], [0.01, 0.00, 0.00], [0.06, -0.13, -0.08], [0.00, 0.00, 0.00], [0.00, 0.01, 0.01], [-0.01, -0.01, 0.00], [0.00, 0.01, 0.01], [-0.04, 0.01, 0.01], [0.02, 0.00, -0.01], [0.00, 0.00, 0.00], [-0.01, 0.00, 0.01], [0.01, -0.01, -0.01]],
  "multiplicity": 1,
  "homo_ha": -0.273
}

---

{
  "formula": "CHBrN2O3",
  "method": "ωB97M-V/def2-TZVPD",
  "elements": ["O", "N", "O", "Br", "C", "N", "O", "H"],
  "xyz": [[0.02604, 1.11725, -1.40277], [-0.35274, -0.02582, -1.30267], [0.17038, -1.05877, -1.61359], [-2.42448, -0.04967, -1.27286], [0.57804, -0.56044, 1.56250], [0.56611, 0.61025, 1.44319], [0.72759, 1.54807, 0.75101], [0.70907, -1.58088, 1.83518]],
  "atomic_forces_ev_per_a": [[-0.42, -2.25, 0.27], [-0.23, 1.65, -2.80], [-0.33, 0.59, 1.08], [0.68, -0.31, 0.45], [-0.50, 0.80, 1.16], [0.93, -4.48, -1.40], [0.05, 3.89, 0.83], [-0.17, 0.12, 0.40]],
  "multiplicity": 1,
  "homo_ha": -0.368
}

---

{
  "formula": "C24H23N5O2S4Sn",
  "method": "ωB97M-V/def2-TZVPD",
  "elements": ["Sn", "S", "C", "S", "C", "C", "N", "C", "N", "S", "C", "N", "C", "C", "N", "C", "C", "C", "C", "C", "C", "C", "C", "S", "C", "C", "C", "C", "C", "C", "C", "H", "H", "H", "H", "H", "H", "H", "H", "H", "H", "H", "H", "H", "H", "H", "H", "H", "H", "N", "C", "C", "O", "O", "H", "H", "H", "H", "H"],
  "xyz": [[0.19126, -0.35674, -0.42865], [0.45094, 0.35143, 2.49489], [2.04363, 0.55361, 2.51684], [3.48515, 0.43109, 1.63185], [3.14288, 1.05414, 3.37310], [3.64621, 0.23348, 4.44583], [4.04864, -0.43052, 5.29045], [3.23917, 2.48450, 3.54267], [3.28642, 3.62728, 3.63440], [-2.07184, -1.53817, -0.36206], [-2.81376, -0.66277, -1.62889], [-3.56880, -1.25389, -2.51713], [-4.32088, -0.44223, -3.47664], [-4.85421, 0.77071, -2.75914], [-3.72214, 1.50078, -2.17883], [-3.83730, 2.96782, -2.14327], [-5.17403, 3.38469, -1.57745], [-5.45194, 3.13695, -0.23571], [-6.66766, 3.52062, 0.30524], [-7.61136, 4.15687, -0.49101], [-7.33635, 4.40870, -1.82662], [-6.12007, 4.02070, -2.37077], [-2.71295, 0.83524, -1.67912], [-1.34699, 1.63809, -1.06670], [-3.73795, -2.70741, -2.64595], [-5.15966, -3.11083, -2.32142], [-5.66851, -2.88076, -1.04631], [-6.97065, -3.24499, -0.74393], [-7.76804, -3.84381, -1.71051], [-7.26153, -4.07806, -2.97962], [-5.95960, -3.70732, -3.28744], [-5.13916, -1.04178, -3.86712], [-3.64893, -0.15581, -4.28871], [-5.55386, 0.47703, -1.97254], [-5.38039, 1.43364, -3.44097], [-3.71671, 3.34309, -3.16210], [-3.02998, 3.36644, -1.53509], [-4.70710, 2.65450, 0.39003], [-6.87427, 3.33647, 1.35109], [-8.55832, 4.46256, -0.06720], [-8.06555, 4.91423, -2.44529], [-5.90556, 4.23181, -3.41298], [-3.03532, -3.20651, -1.98679], [-3.50084, -2.96576, -3.68041], [-5.04019, -2.43244, -0.28286], [-7.35966, -3.07316, 0.25093], [-8.78261, -4.13260, -1.47182], [-7.87564, -4.55425, -3.73212], [-5.56412, -3.90152, -4.27845], [0.57610, 0.02681, -6.17600], [1.05290, -0.75292, -5.00192], [0.02576, -0.49766, -3.86008], [-1.01633, 0.09921, -4.21204], [0.33137, -0.93718, -2.73112], [0.49942, -0.50889, -7.03629], [1.13205, 0.85930, -6.35714], [-0.38971, 0.31936, -5.80067], [2.04658, -0.45178, -4.68507], [1.06465, -1.81614, -5.22812]],
  "atomic_forces_ev_per_a": [[0.32, -0.11, -0.58], [-0.05, 0.16, 0.42], [-0.28, -0.19, -0.44], [-0.11, 0.10, 0.38], [0.25, 0.01, -0.27], [0.00, -0.12, 0.13], [-0.05, 0.03, -0.06], [-0.01, 0.18, 0.04], [-0.01, -0.08, 0.00], [-0.04, 0.05, 0.04], [-0.28, -0.65, -0.04], [0.32, 0.35, 0.16], [0.00, 0.31, -0.12], [-0.16, -0.27, -0.06], [0.11, -0.37, 0.13], [-0.23, 0.43, 0.04], [0.04, -0.06, 0.00], [0.02, -0.02, -0.02], [0.02, -0.03, 0.05], [-0.01, 0.00, -0.04], [-0.05, 0.02, 0.01], [0.05, -0.01, -0.04], [0.12, 0.61, 0.01], [0.08, -0.10, 0.07], [-0.28, -0.41, 0.04], [0.07, 0.08, -0.05], [0.00, 0.00, 0.00], [0.02, 0.04, 0.07], [-0.01, -0.01, -0.04], [-0.03, -0.02, -0.01], [0.04, 0.00, 0.00], [0.00, -0.05, 0.05], [0.02, -0.05, -0.03], [0.01, 0.09, 0.02], [0.04, 0.04, -0.03], [0.05, -0.08, 0.00], [0.05, -0.07, -0.04], [-0.02, 0.02, 0.02], [-0.01, 0.00, -0.01], [0.01, 0.00, 0.00], [0.00, -0.01, 0.00], [0.01, 0.00, 0.01], [0.11, 0.07, -0.03], [0.03, 0.07, 0.01], [-0.03, -0.01, 0.01], [-0.01, 0.00, -0.01], [0.01, 0.00, 0.01], [-0.01, 0.01, 0.01], [0.00, 0.01, 0.01], [-0.62, 0.18, 0.36], [0.01, -0.16, 0.65], [-0.46, 0.20, -0.43], [0.35, -0.17, 0.04], [0.10, 0.05, 0.12], [0.00, -0.05, -0.04], [0.05, 0.02, -0.02], [0.36, -0.06, -0.29], [0.03, 0.05, -0.13], [0.02, 0.01, -0.08]],
  "multiplicity": 1,
  "charge": 2,
  "homo_ha": -0.515
}

---

What did the second record say?
{
  "formula": "CHBrN2O3",
  "method": "ωB97M-V/def2-TZVPD",
  "elements": ["O", "N", "O", "Br", "C", "N", "O", "H"],
  "xyz": [[0.02604, 1.11725, -1.40277], [-0.35274, -0.02582, -1.30267], [0.17038, -1.05877, -1.61359], [-2.42448, -0.04967, -1.27286], [0.57804, -0.56044, 1.56250], [0.56611, 0.61025, 1.44319], [0.72759, 1.54807, 0.75101], [0.70907, -1.58088, 1.83518]],
  "atomic_forces_ev_per_a": [[-0.42, -2.25, 0.27], [-0.23, 1.65, -2.80], [-0.33, 0.59, 1.08], [0.68, -0.31, 0.45], [-0.50, 0.80, 1.16], [0.93, -4.48, -1.40], [0.05, 3.89, 0.83], [-0.17, 0.12, 0.40]],
  "multiplicity": 1,
  "homo_ha": -0.368
}